# 1
The following is a DFT calculation (wB97M-V/def2-TZVPD) of a cluster of 15 separate species, H30O15 in total.

The HOMO energy is -9.5 eV. The value obtained for the frontier orbital gap is 9.2 eV. The value obtained for the energy relative to the best compared isomer or geometry (same formula, charge and spin) is 901.0 kJ/mol. As for the multiplicity: 1.

Last column: natural (NBO) charge in e.
Positions of all 45 atoms, in Å:
H1 0.70760 -0.25225 0.04694  0.46
H2 -0.76292 0.02783 -0.42614  0.44
H3 -3.03832 3.39062 -0.10789  0.47
H4 -4.33408 2.55016 -0.19136  0.46
H5 -1.57336 -1.68246 -0.45640  0.40
H6 -2.42269 -2.20088 0.53491  0.45
H7 -2.43862 2.07484 1.46696  0.43
H8 -1.10998 1.97064 1.83517  0.46
H9 -4.93561 -2.71639 -1.49715  0.47
H10 -4.63633 -1.30707 -1.51060  0.46
H11 3.66290 3.99915 0.54548  0.46
H12 4.16053 2.69268 0.11181  0.48
H13 1.97958 3.43378 -0.78566  0.46
H14 1.66867 1.94406 -0.78799  0.46
H15 -1.17456 -2.62313 -1.75805  0.46
H16 -0.50075 -1.68351 -2.73845  0.46
H17 -0.81161 -1.63632 3.30993  0.46
H18 0.61054 -2.01743 3.46434  0.44
H19 0.31158 -1.68513 -0.60179  0.43
H20 1.30961 -2.75866 -0.34731  0.47
H21 -5.12362 0.47455 2.02288  0.45
H22 -3.87682 0.94865 1.21038  0.47
H23 -1.40082 1.16755 -1.50427  0.44
H24 -2.72027 1.14435 -2.02122  0.46
H25 2.93136 0.73580 -3.00392  0.46
H26 2.08367 0.36686 -1.98472  0.44
H27 3.59676 -0.74649 1.53918  0.46
H28 3.32437 -2.09208 2.07821  0.46
H29 5.10094 -0.59420 0.03249  0.47
H30 6.35443 -0.85789 0.88218  0.46
O1 -0.06387 0.25026 0.31947  -0.92
O2 -3.49572 2.74461 -0.64907  -0.92
O3 -1.65607 -1.72133 0.52956  -0.86
O4 -1.95773 1.54568 2.02870  -0.90
O5 -4.39673 -2.07658 -1.95813  -0.93
O6 3.38797 3.07761 0.48915  -0.93
O7 2.17191 2.61299 -1.25310  -0.93
O8 -0.49935 -2.58224 -2.44856  -0.91
O9 -0.03010 -1.67477 2.73786  -0.90
O10 0.69364 -2.24530 0.16032  -0.90
O11 -4.17279 0.64071 2.10792  -0.92
O12 -2.32628 1.28723 -1.21860  -0.90
O13 3.02604 0.62164 -2.10483  -0.89
O14 3.74072 -1.72923 1.36050  -0.92
O15 5.96058 -1.00974 -0.02092  -0.93



# 2
The following is a DFT calculation (wB97M-V/def2-TZVPD) of the molecule C4H4FP.

The HOMO energy is -9.2 eV. The value obtained for the frontier orbital gap is 9.9 eV. The value obtained for the energy relative to the best compared isomer or geometry (same formula, charge and spin) is 126.7 kJ/mol. As for the multiplicity: 1.

Last column: natural (NBO) charge in e.
Positions of all 10 atoms, in Å:
F1 -2.43221 -0.22880 0.00698  -0.33
C1 -1.05777 -0.16634 -0.00990  0.38
C2 -0.34569 1.04122 0.20023  -0.29
C3 0.95049 0.87476 0.31494  -0.43
P1 1.42002 -0.89506 0.20567  0.55
C4 -0.36973 -1.30802 -0.12902  -0.54
H1 -0.74677 1.95947 0.18917  0.22
H2 1.57169 1.73506 0.52375  0.23
H3 1.68692 -0.73327 -1.08954  -0.01
H4 -0.67695 -2.27900 -0.21226  0.23



# 3
The following is a DFT calculation (wB97M-V/def2-TZVPD) of a structure of composition C45H41AuCl3NO3PS2Si.

The HOMO energy (alpha / beta) is -10.0 / -10.9 eV. The value obtained for the frontier orbital gap (alpha / beta) is 7.6 / 6.4 eV. The value obtained for the energy relative to the best compared isomer or geometry (same formula, charge and spin) is 0.0 kJ/mol. As for the charge: +1. The expectation value of S² is 2.06. As for the multiplicity: 3.

Last column: Löwdin charge in e.
Positions of all 98 atoms, in Å:
Au1 0.30138 -2.03436 -1.58693  0.85
C1 -2.13768 -2.94850 6.56282  -0.04
C2 -1.80956 -2.34401 5.22346  -0.25
C3 -0.59921 -2.65280 4.59050  -0.01
C4 -0.25033 -2.06637 3.38739  -0.05
C5 -1.12595 -1.15542 2.80852  -0.42
C6 -2.34342 -0.85485 3.39363  -0.09
C7 -2.68123 -1.45559 4.60084  -0.03
S1 -0.65387 -0.31634 1.31673  1.07
O1 0.23160 -1.32308 0.59871  -0.63
C8 0.50686 0.90722 1.99515  -0.26
C9 0.47398 1.24565 3.36986  -0.04
C10 1.29601 2.21726 3.85187  0.00
C11 2.19047 2.90635 2.99929  -0.15
C12 3.01970 3.94878 3.48445  -0.02
C13 3.86462 4.61181 2.64446  -0.06
C14 3.93501 4.25194 1.27863  -0.05
C15 3.13881 3.26290 0.77845  -0.02
C16 2.22847 2.57053 1.62329  -0.10
C17 1.34304 1.56622 1.11907  -0.16
C18 1.30464 1.37957 -0.36945  -0.17
C19 0.49340 2.26048 -1.15346  -0.10
C20 -0.37949 3.20761 -0.55787  -0.01
C21 -1.17023 4.00995 -1.33199  -0.07
C22 -1.13123 3.90989 -2.74147  -0.07
C23 -0.29519 3.01224 -3.34165  -0.03
C24 0.53489 2.16553 -2.56682  -0.15
C25 1.40057 1.22382 -3.18060  -0.02
C26 2.14002 0.36985 -2.42530  -0.08
C27 2.07855 0.45484 -1.01360  -0.33
S2 2.90209 -0.82686 -0.06634  1.07
O2 2.56346 -2.09278 -0.85775  -0.58
C28 4.59242 -0.46213 -0.47930  -0.38
C29 5.22420 -1.05706 -1.55706  -0.06
C30 6.55783 -0.76286 -1.79371  -0.02
C31 7.26685 0.10296 -0.96130  -0.26
C32 8.72788 0.37791 -1.20418  -0.04
C33 6.60685 0.67828 0.12478  -0.03
C34 5.27487 0.39349 0.37728  -0.07
H1 -1.38460 -2.66238 7.29932  0.09
H2 -2.14106 -4.03896 6.51127  0.09
H3 -3.11045 -2.61889 6.92499  0.08
H4 0.08191 -3.35654 5.05942  0.13
H5 0.68546 -2.30432 2.89173  0.12
H6 -3.01772 -0.14279 2.92532  0.11
H7 -3.63438 -1.22538 5.06490  0.12
H8 -0.20970 0.74468 4.04102  0.11
H9 1.27110 2.47442 4.90585  0.12
H10 2.96146 4.21289 4.53513  0.12
H11 4.48125 5.42016 3.01850  0.11
H12 4.62665 4.76925 0.62476  0.11
H13 3.20072 2.99936 -0.27071  0.12
H14 -0.41499 3.29249 0.52250  0.12
H15 -1.82779 4.73346 -0.86550  0.11
H16 -1.75912 4.55629 -3.34282  0.11
H17 -0.25712 2.92928 -4.42341  0.12
H18 1.46107 1.18851 -4.26368  0.12
H19 2.79153 -0.36468 -2.88752  0.10
H20 4.68352 -1.75495 -2.18899  0.10
H21 7.06159 -1.22119 -2.63768  0.12
H22 8.97856 0.28443 -2.26062  0.08
H23 9.34398 -0.33742 -0.65377  0.09
H24 9.00441 1.37679 -0.86642  0.08
H25 7.14750 1.34584 0.78755  0.12
H26 4.76548 0.83607 1.23069  0.11
C35 -2.26859 -3.76172 -0.82295  0.07
C36 -3.26447 -2.85104 -0.87274  -0.32
C37 -3.55512 -2.10852 -2.15811  -0.31
C38 -6.04089 -1.36039 -1.98737  -0.15
C39 -6.11040 -1.35118 -0.48151  -0.21
C40 -5.27621 -1.95300 0.44482  -0.05
C41 -4.07004 -2.64043 0.29763  -0.02
C42 -7.22027 -0.61421 0.05119  -0.20
N1 -8.09543 0.01560 0.46333  0.17
H27 -1.72392 -4.05881 -1.71581  -0.01
H28 -2.04954 -4.29915 0.09567  0.08
H29 -2.89288 -2.51584 -2.93058  0.10
H30 -5.88724 -0.33753 -2.34586  0.10
H31 -5.63347 -1.88437 1.46707  0.12
H32 -3.70419 -3.13183 1.19233  0.11
Cl1 -0.38664 -1.47967 -5.04313  0.28
Si1 0.47030 -2.84151 -3.76113  -0.80
Cl2 2.38135 -3.13731 -4.39837  0.28
Cl3 -0.56467 -4.59454 -4.01662  0.28
C43 -3.21714 0.29154 -3.74454  -0.15
P1 -2.87843 -0.39049 -2.11893  0.68
C44 -5.01480 -2.29520 -2.61287  -0.15
C45 -3.62508 0.75148 -0.95010  -0.13
O3 -1.38549 -0.44211 -1.84989  -0.45
H33 -4.25013 0.62893 -3.85498  0.06
H34 -2.99072 -0.45763 -4.50273  0.03
H35 -2.53543 1.13461 -3.87695  0.05
H36 -7.03257 -1.63397 -2.35349  0.13
H37 -5.29628 -3.32685 -2.39534  0.13
H38 -5.06541 -2.17332 -3.69567  0.12
H39 -4.65561 1.00905 -1.19193  0.06
H40 -3.00096 1.64823 -1.00754  0.05
H41 -3.57002 0.34274 0.05485  0.04



# 4
The following is a DFT calculation (wB97M-V/def2-TZVPD) of a structure of composition C16H18MnN6O5S.

The HOMO energy (alpha / beta) is -7.0 / -7.7 eV. The value obtained for the frontier orbital gap (alpha / beta) is 6.3 / 6.7 eV. The value obtained for the energy relative to the best compared isomer or geometry (same formula, charge and spin) is 0.0 kJ/mol. The expectation value of S² is 8.77. As for the multiplicity: 6.

Last column: natural (NBO) charge in e.
Positions of all 47 atoms, in Å:
Mn1 1.04480 -0.13730 0.19316  1.39
O1 -3.08094 3.63448 1.00290  -0.70
C1 -3.67881 2.87752 0.04233  0.77
O2 -4.80913 2.50587 0.11350  -0.58
C2 -2.61540 2.51191 -0.99870  -0.15
O3 -1.42106 2.12042 -0.45199  -0.55
C3 -0.55537 3.10747 0.08232  -0.19
C4 0.25707 2.55982 1.32559  0.78
O4 0.24929 3.15789 2.38761  -0.62
O5 0.98068 1.47434 1.09783  -0.89
H1 -3.72298 3.84930 1.69461  0.50
H2 -3.05814 1.62288 -1.47943  0.21
H3 -2.60599 3.33367 -1.75393  0.19
H4 0.32649 3.33519 -0.59636  0.18
H5 -1.14562 4.00076 0.38479  0.22
N1 5.49761 0.63705 -0.06903  -0.77
C5 4.17155 0.40421 -0.09175  0.31
S1 3.38614 -0.76715 0.90224  -0.37
N2 3.43707 1.05463 -1.00512  -0.43
N3 2.25872 0.49202 -1.26971  -0.27
C6 1.66753 0.55175 -2.47022  -0.05
C7 0.45249 -0.14099 -2.55796  0.17
C8 -0.16782 -0.47175 -3.74634  -0.24
C9 -1.48975 -0.92328 -3.70365  -0.13
C10 -2.12805 -1.19277 -2.46306  -0.28
C11 -1.38169 -1.08864 -1.30888  0.07
N4 -0.09674 -0.62338 -1.37178  -0.58
H6 6.04539 0.48610 0.78547  0.41
H7 5.77663 1.53181 -0.49883  0.39
H8 2.13286 1.02190 -3.35189  0.21
H9 0.28657 -0.22784 -4.74075  0.23
H10 -2.01875 -1.18446 -4.61315  0.22
H11 -3.09572 -1.66819 -2.42929  0.23
H12 -1.84411 -1.20832 -0.30966  0.22
N5 0.79502 -3.68217 0.40897  -0.78
C12 0.38207 -3.06444 1.49927  0.42
C13 -0.05892 -3.84740 2.60620  -0.30
C14 -0.60005 -3.25921 3.71547  -0.13
C15 -0.53864 -1.84106 3.82308  -0.30
C16 0.06536 -1.11559 2.79646  0.07
N6 0.42765 -1.68604 1.63941  -0.61
H13 0.71923 -4.68151 0.48473  0.40
H14 1.43845 -3.26345 -0.26725  0.42
H15 0.20006 -4.91630 2.51511  0.21
H16 -1.07172 -3.92650 4.45886  0.23
H17 -0.93063 -1.33073 4.68936  0.23
H18 0.11729 -0.02250 2.89945  0.24



Number 1: strongest force on any atom 6.4 eV Å⁻¹. Number 2: strongest force on any atom 3.8 eV Å⁻¹. Number 3: strongest force on any atom 0.4 eV Å⁻¹. Number 4: strongest force on any atom 4.4 eV Å⁻¹.